173
Properties=species:S:1:pos:R:3:forces:R:3 method="wB97M-V/def2-TZVPD" relative_energy_kcal_mol=330.0 gap_ev="4.86 / 4.79" multiplicity=6
Mn -1.67953 -4.32929 -0.85585 -0.3 1.7 -0.3
C -5.37731 -1.60909 -2.12399 -0.9 -1.2 0.9
C -4.91661 -2.56626 -3.20544 1.1 -0.5 -1.2
C -4.40600 -1.75950 -4.41775 1.3 -0.1 -0.5
O -4.24001 -3.76092 -2.80877 0.6 1.2 0.6
H -6.00522 -0.79285 -2.48115 0.5 0.2 -0.3
H -4.59182 -1.28895 -1.43944 0.3 0.3 -0.4
H -6.06468 -2.18649 -1.50574 -0.1 -0.1 0.4
H -5.75086 -3.00284 -3.75455 -1.0 -0.4 0.6
H -5.20629 -1.14243 -4.82625 0.0 0.3 0.4
H -4.09876 -2.34290 -5.28570 -0.2 -0.7 0.2
H -3.50886 -1.16226 -4.25483 -0.1 0.4 0.5
C 1.23790 -0.00250 1.41165 -3.3 0.4 -4.8
F 1.11136 -0.37237 2.59686 0.2 -1.5 4.1
F 1.73296 1.20464 1.35782 1.2 1.1 0.0
F 2.00097 -0.86808 0.70495 0.3 0.3 0.4
S -0.55902 0.06105 0.56329 0.3 1.1 -0.5
O -0.81981 -1.37082 0.33200 -0.2 -0.2 0.2
O -1.47679 0.70415 1.54390 1.8 -1.0 -1.5
O -0.28877 0.80245 -0.69586 -0.5 -0.9 1.9
C -7.07714 4.25467 2.87508 0.1 -1.1 0.2
C -6.30545 2.88044 2.77646 -1.4 1.0 -0.7
C -6.96931 1.89161 1.70673 1.2 1.0 0.9
O -8.17933 1.48091 2.21475 -3.1 -1.3 -0.4
C -8.92245 0.64157 1.26007 1.2 -0.5 0.8
N -4.95741 3.34508 2.53496 0.5 -0.6 -0.4
H -6.73603 4.81511 2.00465 -0.4 0.3 0.0
H -6.76917 4.77761 3.78051 0.3 0.0 -0.1
H -8.16440 4.20125 2.93079 0.0 -0.3 -0.3
H -6.34826 2.38005 3.74388 0.0 -0.2 0.0
H -6.34535 1.00411 1.60130 0.6 0.0 -0.4
H -7.16582 2.36672 0.74561 0.6 0.3 -0.3
H -8.39101 -0.29883 1.11399 0.7 0.0 -0.2
H -9.05319 1.07946 0.27050 0.0 0.5 0.2
H -9.85732 0.21535 1.62401 -0.2 1.1 0.6
H -4.29271 2.61381 2.32635 0.1 -0.4 0.2
H -4.94615 3.94216 1.72043 0.0 0.2 -0.1
C -3.99555 -2.78748 3.55781 0.6 -1.2 0.6
C -2.90528 -3.92352 3.50363 -1.5 1.6 -2.3
C -2.93036 -4.87254 4.67085 -0.7 1.4 1.5
O -2.35433 -6.09451 4.40243 1.0 -0.8 -1.5
C -2.60678 -7.12536 5.29731 -0.2 -0.5 0.8
N -3.15348 -4.75252 2.31577 0.9 -0.5 -0.6
H -3.97728 -2.12344 2.69361 1.1 0.5 0.5
H -3.85360 -2.39746 4.56568 -0.3 1.1 -0.4
H -5.03399 -3.10233 3.45479 0.0 -1.0 0.5
H -1.94887 -3.42332 3.35133 0.2 -0.1 0.3
H -3.98691 -5.02241 4.89297 -0.3 0.0 0.5
H -2.39665 -4.39077 5.49010 -0.3 0.0 0.5
H -2.39065 -6.76959 6.30469 0.2 -0.3 0.2
H -2.02952 -8.01044 5.02991 0.5 0.4 0.0
H -3.62242 -7.52084 5.31081 -0.6 0.5 -0.3
H -2.98401 -5.61008 2.82170 0.0 -1.4 -1.6
H -4.10599 -4.76768 1.98023 -0.2 0.3 0.3
C 6.19392 4.25528 -3.11174 0.7 0.4 0.3
C 6.82544 2.86717 -2.95818 0.0 0.3 -1.7
C 6.25919 2.09062 -1.77718 0.5 1.2 -0.8
O 6.50780 3.03308 -0.69674 -0.8 -2.9 1.4
C 6.34685 2.42556 0.65156 -0.2 1.4 -0.7
N 6.69447 2.16387 -4.27950 0.4 -0.5 1.7
H 6.77010 4.89030 -3.78471 0.3 -0.3 -0.4
H 6.24343 4.81935 -2.18035 -0.7 -0.1 0.1
H 5.21173 4.17448 -3.57746 -0.3 0.1 0.5
H 7.89331 2.97289 -2.76695 0.1 0.1 0.0
H 6.74332 1.11454 -1.74580 0.5 0.1 0.7
H 5.21424 1.85024 -1.97317 -0.5 0.4 0.5
H 7.30395 2.14613 1.09199 0.1 0.0 -0.3
H 5.64095 1.60144 0.75478 0.1 -0.2 -0.7
H 5.90287 3.21395 1.25936 0.2 0.1 0.1
H 5.71004 2.00409 -4.43913 -0.1 0.1 -0.5
H 7.09748 2.75489 -4.99249 -0.3 0.0 -0.1
C 0.65324 -4.73005 -5.52891 1.4 -0.4 -1.8
C 1.24326 -4.54703 -4.12972 -0.6 0.4 -0.3
C 2.65646 -3.96894 -4.10648 0.1 -0.3 0.9
O 3.02156 -3.56917 -2.75542 -0.9 0.0 -0.3
C 4.36019 -3.27636 -2.42790 1.4 -1.0 -0.8
N 0.27931 -3.63784 -3.54023 -1.3 -0.1 1.2
H 0.56513 -3.78419 -6.06341 0.3 0.4 0.3
H -0.35786 -5.12137 -5.64131 0.0 -0.4 0.8
H 1.27753 -5.32216 -6.19806 0.1 -0.3 0.0
H 1.27687 -5.49789 -3.59789 -0.2 0.0 0.2
H 2.69890 -3.12840 -4.79915 0.4 0.1 -0.1
H 3.21722 -4.84311 -4.43736 0.9 0.4 -0.2
H 4.88959 -2.51526 -3.00113 -0.7 0.5 -0.3
H 4.99793 -4.14505 -2.59146 0.0 -0.6 -0.2
H 4.57542 -3.06817 -1.37984 -1.1 0.3 0.2
H 0.39918 -2.73936 -3.98570 0.4 0.8 0.4
H -0.55703 -3.91624 -4.03330 -0.8 0.0 0.5
C 4.74445 -0.06811 6.95622 -1.1 -1.0 0.9
C 4.58215 -0.62314 8.46411 0.1 1.4 -3.0
C 4.69983 -2.14888 8.40854 -0.6 -0.6 0.9
O 3.54065 -2.80704 7.85027 0.2 -0.1 -0.5
C 3.56973 -4.26049 7.96631 0.7 1.7 -0.1
N 5.61510 0.05465 9.23018 0.5 -0.7 0.5
H 4.77401 1.01964 6.89262 0.1 0.0 0.2
H 3.89938 -0.39373 6.34965 -0.1 -0.1 0.0
H 5.61813 -0.52183 6.48835 0.3 0.2 0.2
H 3.59200 -0.34920 8.82832 -0.1 -0.1 0.0
H 4.75147 -2.47334 9.44786 0.4 -0.2 0.2
H 5.61196 -2.45323 7.89523 0.1 0.0 -0.1
H 2.54441 -4.63037 7.96371 0.1 0.2 0.6
H 4.19935 -4.43731 8.83834 -0.6 -0.7 0.4
H 4.05732 -4.76340 7.13118 0.3 0.3 -0.4
H 6.24464 0.57590 8.63682 -0.1 -0.1 0.1
H 5.31519 0.63769 9.99843 -0.2 -0.2 -0.2
C -3.57783 4.86333 -4.38733 -0.5 0.7 -2.4
C -4.32513 4.92424 -3.10082 -0.2 0.3 -0.9
C -5.69313 4.23803 -3.13567 -0.4 -0.1 -0.3
O -6.46048 4.55925 -4.32471 -0.9 0.0 0.4
C -7.90235 4.47347 -4.12561 0.6 -0.6 0.0
N -3.45720 4.47412 -2.07498 -0.3 0.1 2.4
H -2.49869 5.01418 -4.35870 0.0 -0.3 0.6
H -3.89722 5.69909 -5.00990 -0.3 -0.1 -0.4
H -3.82215 3.95870 -4.94415 0.3 -0.2 0.0
H -4.58792 5.96224 -2.89690 0.3 0.2 0.2
H -6.20096 4.60132 -2.24223 -0.3 -0.3 0.1
H -5.58208 3.15435 -3.09813 0.0 -0.2 0.2
H -8.51160 4.53124 -5.02760 0.8 1.4 -0.6
H -8.21205 5.17281 -3.34901 -0.2 0.0 -0.1
H -8.30767 3.48320 -3.91779 0.8 -0.6 1.1
H -3.10677 3.52738 -2.10639 0.0 0.1 -0.4
H -2.71579 5.15544 -1.99614 0.2 -0.5 0.3
C 1.59956 2.37397 -5.37114 0.6 -0.5 1.0
C 1.00391 1.08560 -5.88513 0.9 -1.3 -0.6
C 1.76326 0.55033 -7.08034 0.6 -0.1 -0.3
O 3.09611 0.15760 -6.77090 0.6 0.7 -0.6
C 3.86666 0.02619 -7.98220 -0.1 0.4 0.6
N 0.98415 0.00213 -4.85500 -1.0 0.8 -0.8
H 1.20886 3.27300 -5.84779 0.3 0.0 0.1
H 2.68409 2.26703 -5.39239 0.2 0.4 -0.6
H 1.46284 2.36797 -4.28977 -0.6 0.6 0.1
H 0.07608 1.30256 -6.41443 -0.8 -0.3 1.0
H 1.77434 1.34722 -7.82394 0.1 0.2 -0.2
H 1.28342 -0.30440 -7.55709 -0.5 -0.1 0.2
H 4.88327 0.41210 -7.90707 0.2 -0.4 0.9
H 3.50396 0.71481 -8.74532 -0.6 -0.5 -0.3
H 3.87798 -1.02794 -8.25933 0.0 0.1 -0.5
H 1.93471 -0.16170 -4.55550 0.2 0.1 0.0
H 0.48816 0.38096 -4.06091 -0.1 -0.2 0.4
C 0.35660 8.49827 2.15569 1.7 1.5 -0.2
C -0.26477 7.22078 1.74980 -1.7 -0.9 1.9
C 0.72508 6.07799 1.56774 -0.8 1.5 -2.5
O 1.17501 6.41414 0.22157 0.8 -1.2 1.3
C 2.25472 5.58041 -0.14676 -0.1 0.8 -1.6
N -1.23788 6.92933 2.80780 -0.2 -0.4 0.9
H -0.31810 9.30481 2.44274 -0.4 -0.2 -0.5
H 1.04747 8.82610 1.37896 -0.2 0.3 -0.2
H 1.01462 8.44756 3.02318 0.0 -0.7 0.3
H -0.90252 7.36684 0.87801 0.6 -0.2 -0.4
H 0.23020 5.10721 1.53957 -0.1 -0.1 0.2
H 1.54998 6.07589 2.28024 0.1 0.1 0.1
H 1.92847 4.68292 -0.67229 -0.2 -0.6 0.8
H 2.95389 5.42606 0.67507 0.0 -0.2 -0.1
H 2.71757 6.10691 -0.98141 0.6 0.2 0.2
H -0.71294 6.81514 3.66308 0.1 0.4 0.5
H -1.64522 6.00864 2.72707 -0.3 -0.2 -0.6
C 2.45447 -7.05152 0.76566 1.0 -1.4 1.2
C 1.81638 -6.02823 1.71665 -1.1 -1.0 -1.2
C 2.71845 -5.62977 2.89526 -1.3 0.7 -0.9
O 3.75355 -4.93587 2.25709 1.5 0.1 0.4
C 4.55737 -4.13301 3.12731 -1.0 0.4 -0.2
N 1.49506 -4.96692 0.73685 0.5 0.9 -0.2
H 3.52480 -6.84549 0.77232 0.1 0.0 -0.3
H 2.11449 -7.04107 -0.26992 -0.3 0.2 0.2
H 2.35850 -8.08603 1.09530 -0.1 -0.1 0.2
H 0.83934 -6.40026 2.02498 0.2 -0.2 0.7
H 2.94635 -6.47616 3.54316 0.8 -0.4 -0.3
H 2.17529 -4.97357 3.57534 -0.2 0.5 0.0
H 5.05471 -4.75493 3.87160 0.1 0.2 0.1
H 3.89889 -3.37488 3.55126 -0.2 -0.2 0.8
H 5.23062 -3.46779 2.58665 0.4 -0.8 -0.5
H 1.94942 -4.10030 0.98709 -0.5 0.7 0.7
H 2.15542 -5.21964 0.01563 -0.4 0.5 -0.9



162
Properties=species:S:1:pos:R:3:forces:R:3 method="wB97M-V/def2-TZVPD" gap_ev="8.87 / 5.88" multiplicity=3 total_charge=+1
Ni 6.38222 5.04931 32.74807 0.3 0.5 0.4
C 9.03077 8.38282 32.26600 0.3 0.7 -0.4
C 7.75867 9.15628 32.76882 0.5 -0.1 0.3
C 7.97782 10.67930 32.64699 -1.0 1.5 -1.4
C 6.66927 11.53434 32.87992 1.1 -1.5 -0.5
C 5.61727 11.04539 31.84162 0.7 1.4 1.8
C 5.38512 9.51554 31.84630 -2.7 1.8 0.8
N 6.54808 8.64890 31.99278 -0.8 -3.2 1.5
O 6.14353 7.24105 32.17788 1.8 4.9 -0.9
C 4.68509 9.30170 30.51662 1.2 -0.8 -1.0
C 4.32788 9.34212 33.01317 1.0 -0.6 -0.5
C 7.61073 8.98470 34.29066 -0.1 -2.2 0.6
H 9.42999 7.59771 32.90812 -0.4 0.1 0.3
H 9.83798 9.09192 32.08246 0.2 0.4 0.7
H 9.00916 7.97712 31.25454 -1.0 -0.2 0.0
H 8.30171 10.99917 31.65659 0.1 -0.4 -0.4
H 8.81325 10.98609 33.27629 -0.2 -0.3 0.4
H 6.81007 12.61498 32.85782 0.4 -0.2 -0.5
H 6.33144 11.37084 33.90326 -0.4 -0.3 0.0
H 5.64241 11.51827 30.85987 1.1 -0.3 -0.3
H 4.75051 11.57520 32.23675 -0.7 -0.6 -0.1
H 5.40459 9.65421 29.77758 0.0 0.1 -0.3
H 3.79955 9.91193 30.33903 -0.2 -0.3 0.5
H 4.57755 8.24394 30.27647 -0.7 0.0 0.2
H 4.06445 8.28459 33.03177 -0.3 0.1 0.2
H 3.46982 9.98698 32.82346 0.0 -0.3 -0.2
H 4.72545 9.65240 33.97949 0.2 -0.1 -0.1
H 8.50713 9.24074 34.85549 0.3 0.3 -0.4
H 7.51543 7.91004 34.44600 -0.1 -0.1 0.2
H 6.78563 9.40829 34.86327 -0.2 0.5 -0.7
C 7.41407 9.03614 27.65837 0.5 0.3 -0.3
C 6.78565 7.67783 27.89475 -0.3 0.9 0.7
C 6.95172 6.62699 26.83602 0.1 -0.6 -0.5
O 7.26359 7.13912 29.13558 0.5 -0.5 0.2
H 8.49416 9.01848 27.51285 0.1 -0.4 -0.2
H 7.29094 9.69061 28.52129 -0.3 0.0 0.1
H 6.97286 9.52495 26.78975 -0.1 0.0 0.0
H 5.74577 7.88800 28.14490 -0.5 -0.1 -0.8
H 7.91876 6.14070 26.96426 0.0 -0.1 0.2
H 6.94851 6.92239 25.78682 -0.2 0.7 0.2
H 6.15772 5.88388 26.90998 0.1 -0.2 0.2
H 6.71204 7.53487 29.81438 0.1 0.0 0.5
C 2.59762 6.22954 34.38915 1.0 1.5 0.4
C 4.04610 6.06222 34.88536 -0.9 -3.1 0.8
C 4.14635 5.50171 36.33800 -0.4 0.3 0.1
O 4.54067 4.96200 34.06691 1.3 0.4 -0.7
H 2.24298 7.13469 34.88214 -0.8 -0.2 0.1
H 1.98667 5.34557 34.57202 0.1 0.1 0.4
H 2.56165 6.43603 33.31949 0.3 0.0 0.0
H 4.72732 6.90800 34.79211 -0.2 0.0 -0.5
H 5.08452 4.97978 36.52646 0.5 0.8 -0.1
H 3.46199 4.69282 36.59385 -0.7 0.0 -0.7
H 3.92360 6.26065 37.08800 0.4 0.1 0.0
H 4.08898 4.15326 34.31895 -0.1 0.0 0.2
C 3.04473 11.92626 36.61468 -1.0 0.3 -0.5
C 3.10465 10.59689 37.36182 1.8 0.0 -2.0
C 3.95202 9.55589 36.52533 -0.6 -1.2 1.6
O 3.89370 10.84455 38.49735 0.8 -0.5 1.2
H 3.97449 12.48732 36.70877 0.1 -0.2 0.3
H 2.22023 12.51821 37.01206 0.1 0.3 0.2
H 2.84530 11.88177 35.54401 -0.1 -0.5 -0.1
H 2.12686 10.23825 37.68339 -0.1 -0.3 -0.4
H 5.00648 9.79078 36.38028 -0.3 1.0 -0.5
H 3.50167 9.04354 35.67516 -0.3 1.0 -0.4
H 4.13394 8.67294 37.13804 -0.3 -0.2 0.7
H 3.46438 11.47413 39.08122 -0.1 0.1 0.0
C 13.05320 10.05190 30.79792 -0.2 -0.2 1.6
C 13.70876 10.50572 29.54014 -2.9 -0.8 -1.7
C 12.72384 11.29486 28.67296 -0.4 -0.3 -0.7
O 14.68199 11.40358 29.75141 2.8 1.4 0.9
H 13.73025 9.65738 31.55559 0.6 -0.4 -0.3
H 12.29574 9.27902 30.66756 -0.2 0.2 -0.2
H 12.66989 10.91420 31.34345 -0.6 0.2 -0.3
H 13.99892 9.64260 28.94103 0.6 -0.3 0.0
H 13.29077 11.90669 27.97128 0.1 0.3 0.3
H 12.06010 11.89682 29.29358 0.1 0.2 -0.1
H 12.12468 10.68260 27.99898 -0.3 -0.4 0.3
H 15.35044 10.99610 30.30705 0.3 0.2 0.1
C 9.05215 3.62796 29.49408 0.0 0.1 0.2
C 9.17932 4.20314 30.86706 0.4 0.1 2.0
C 10.38252 5.11304 31.05209 0.8 0.2 -1.7
O 8.04606 4.97878 31.22465 -0.8 -0.1 0.1
H 9.21721 4.44017 28.78615 0.3 -0.3 -0.3
H 8.05153 3.24568 29.29226 0.1 -0.3 0.2
H 9.80734 2.84199 29.48741 0.0 0.0 -0.9
H 9.30235 3.42761 31.62305 -0.6 -0.3 0.0
H 11.29880 4.59381 31.33303 -0.1 0.1 0.3
H 10.20971 6.03417 31.60864 -0.1 -0.6 0.5
H 10.57979 5.46877 30.04083 0.4 0.4 -0.2
H 8.09768 5.68739 30.57904 -0.8 0.7 -0.1
C 7.42449 11.65427 38.66601 -0.6 0.4 -0.5
C 7.82993 10.33840 38.05511 1.0 0.1 1.5
C 9.11730 9.75813 38.73316 -0.2 0.5 -1.4
O 6.75016 9.45449 38.18452 -0.4 -1.7 -0.1
H 6.45624 11.91870 38.24098 0.0 0.3 -0.4
H 8.14135 12.43566 38.41380 0.0 0.1 0.4
H 7.16902 11.59262 39.72386 0.7 -0.1 0.2
H 7.99667 10.46380 36.98527 0.3 0.1 -0.1
H 9.95398 10.33726 38.34241 0.1 0.2 0.1
H 9.33017 8.75843 38.35450 -0.2 -0.2 0.3
H 9.17086 9.81661 39.82027 -0.5 -0.1 -0.1
H 5.96446 9.85689 38.56181 -0.2 0.3 0.0
C 4.97326 14.63973 33.05384 0.0 0.5 0.6
C 5.00265 16.16841 32.82304 0.4 0.2 0.0
C 6.22882 16.72004 32.07112 1.5 -1.2 0.6
O 3.93520 16.64006 32.07848 -1.9 -0.2 -0.6
H 4.07515 14.27191 33.55003 -0.4 0.6 -0.1
H 5.73499 14.42496 33.80335 0.5 -0.3 -0.4
H 5.06892 14.03308 32.15333 0.4 0.1 -0.2
H 4.84204 16.63458 33.79514 0.5 0.1 0.1
H 6.75781 17.53433 32.56629 -0.4 0.3 -0.1
H 6.04379 16.95741 31.02349 -0.5 0.3 0.2
H 6.99031 15.94368 31.99704 0.3 -0.3 0.1
H 3.91112 16.05779 31.31559 -0.4 0.2 -0.4
C 2.00755 13.20965 30.30529 -0.9 -0.8 0.6
C 1.03781 13.39310 31.52542 1.8 -1.6 -0.4
C 1.54882 12.52968 32.71586 0.8 0.4 -0.2
O 1.14215 14.71639 31.91790 -0.4 1.0 0.3
H 1.98189 14.02171 29.57865 -0.2 0.2 0.1
H 1.68546 12.31514 29.77217 0.4 -0.2 -0.1
H 3.03000 13.10723 30.66889 0.1 -0.1 -0.1
H 0.02611 13.09853 31.24650 -0.2 0.1 0.0
H 0.88552 12.44299 33.57644 -0.2 0.0 -0.3
H 2.46948 13.00040 33.06067 -0.1 0.6 0.2
H 1.99870 11.56694 32.47332 -0.9 -0.4 -0.5
H 1.20875 15.19517 31.08848 -0.1 0.6 0.2
C 4.51831 3.61716 29.20663 0.5 0.0 0.0
C 4.62232 4.88752 30.08252 -0.8 -2.6 -1.3
C 3.37289 5.67103 30.17234 -0.4 1.4 0.8
O 4.98854 4.47998 31.40930 0.8 0.4 -0.3
H 3.69039 2.92824 29.37413 -0.3 0.3 0.2
H 5.42696 3.03522 29.36094 0.1 0.0 0.0
H 4.54771 3.92528 28.16149 -0.3 -0.1 -0.1
H 5.36866 5.40726 29.48175 0.7 0.6 1.3
H 3.07787 6.07237 29.20281 -0.2 0.0 0.1
H 3.60229 6.47375 30.87315 0.1 0.6 -0.3
H 2.53735 5.23790 30.72223 -0.1 -0.9 -0.6
H 4.46963 3.71300 31.66242 -0.1 0.0 -0.2
C 8.83622 5.17136 34.98444 0.3 -1.1 0.1
O 7.56968 5.51007 34.47576 -0.5 0.1 -0.7
H 9.35550 4.51479 34.28634 0.1 0.4 -0.3
H 9.37624 6.08622 35.22838 0.3 -0.3 0.1
H 8.64674 4.54133 35.85351 0.5 0.2 0.4
H 7.23249 6.03751 35.20356 -0.9 0.5 0.3
C 7.36061 5.87736 38.14795 -0.7 1.4 -1.0
O 7.38516 6.86798 37.07072 0.8 -1.5 -0.5
H 6.47290 6.19050 38.69749 0.2 -0.7 0.7
H 7.22412 4.89871 37.68781 -0.1 0.1 0.0
H 8.27581 5.85562 38.73958 -0.1 0.3 0.0
H 7.20467 7.75210 37.39838 -0.2 0.4 0.6
C 9.59908 14.51277 33.93786 0.8 -1.6 0.2
O 10.65718 15.23058 33.32502 -0.7 0.2 0.3
H 8.83571 14.18701 33.23128 -0.4 0.6 -0.1
H 10.02163 13.55762 34.24973 0.3 -0.1 0.0
H 9.21379 14.90807 34.87774 -0.2 0.6 -0.3
H 10.25836 16.05591 33.03977 0.3 0.3 -0.2
C 11.82794 9.23005 35.40675 -0.3 1.3 0.3
O 12.17806 9.11310 36.74548 0.7 -1.0 1.4
H 11.02609 8.54001 35.14411 0.0 -0.1 -0.4
H 11.46935 10.25700 35.47649 -0.5 0.1 -1.2
H 12.69444 9.21834 34.74558 -0.1 -0.3 -0.3
H 12.64793 8.28965 36.89623 0.1 -0.1 0.1